Record 1
The following is a DFT calculation (ωB97M-V/def2-TZVPD) of C6H13N in the gas phase at a distorted geometry.

The geometry in XYZ format:
```
20
Properties=species:S:1:pos:R:3:mulliken_charge:R:1
C -0.30 -0.91 -0.21 0.80
C 0.17 0.44 -0.33 0.14
C 0.81 1.00 0.79 -0.21
C -0.11 -1.88 -1.33 -1.27
C -0.89 -1.47 1.04 -1.43
C 1.78 2.14 0.68 -1.23
N -1.51 0.89 -0.76 -0.64
H 0.64 0.66 -1.28 0.25
H 0.51 0.70 1.78 0.26
H -1.87 1.29 -1.63 0.16
H -2.08 1.17 0.04 0.20
H 0.72 -2.56 -1.09 0.32
H 0.13 -1.38 -2.27 0.36
H -0.99 -2.50 -1.47 0.31
H -1.01 -0.73 1.83 0.33
H -1.86 -1.91 0.83 0.37
H -0.26 -2.29 1.42 0.33
H 1.32 3.10 0.93 0.27
H 2.63 2.01 1.36 0.35
H 2.17 2.23 -0.33 0.32
```

Results
Lowest unoccupied orbital energy (alpha / beta) ... 0.06 / 0.90 eV
Energy above the lowest of the compared OMol25 structures with the same formula, charge and spin ... 406.4 kJ/mol
Orbital gap (alpha / beta) ... 6.5 / 8.2 eV
Maximum force ... 1.680 eV/A
Electronic energy ... -7918.621 eV

---

Record 2
The following is a DFT calculation (ωB97M-V/def2-TZVPD) of C6H13N in the gas phase.

The geometry in XYZ format:
```
20
Properties=species:S:1:pos:R:3:mulliken_charge:R:1
C -0.21 -2.42 0.48 -1.17
C -0.51 -1.87 -0.90 -0.34
C 0.27 -0.58 -1.22 -0.80
C -0.33 0.68 -0.69 -0.31
C 0.12 1.39 0.35 0.51
C -0.49 2.70 0.75 -1.23
N 1.21 1.03 1.19 -0.59
H 0.88 -2.46 0.61 0.27
H -0.62 -1.79 1.27 0.31
H -0.59 -3.43 0.59 0.37
H -0.27 -2.62 -1.66 0.33
H -1.57 -1.68 -1.01 0.33
H 0.36 -0.52 -2.31 0.35
H 1.27 -0.71 -0.80 0.25
H -1.17 1.10 -1.23 0.27
H -1.11 3.09 -0.06 0.31
H 0.27 3.44 1.02 0.37
H -1.13 2.57 1.62 0.25
H 1.87 1.81 1.22 0.25
H 1.74 0.26 0.79 0.25
```

Results
Lowest unoccupied orbital energy ... 1.10 eV
Energy above the lowest of the compared OMol25 structures with the same formula, charge and spin ... 15.4 kJ/mol
Orbital gap ... 9.3 eV
Maximum force ... 0.713 eV/A
SMILES ... CCC/C=C(/C)N
Electronic energy ... -7922.674 eV

---

Record 3
The following is a DFT calculation (ωB97M-V/def2-TZVPD) of C6H13N in the gas phase at a distorted geometry.

The geometry in XYZ format:
```
20
Properties=species:S:1:pos:R:3:mulliken_charge:R:1
C -2.14 -0.01 1.27 -1.07
C -0.89 -0.89 0.90 -0.30
C -0.15 -0.40 -0.35 0.47
C -1.04 0.45 -1.25 -1.55
C 1.25 -0.38 -0.49 0.07
C 1.91 1.05 -0.64 -0.93
N 2.19 -1.49 -0.10 -0.60
H -1.80 0.99 1.62 0.31
H -2.89 0.02 0.44 0.29
H -2.73 -0.60 2.17 0.30
H -1.12 -1.90 0.78 0.37
H -0.15 -0.84 1.83 0.23
H -1.98 0.04 -1.62 0.34
H -0.55 0.91 -2.04 0.40
H -1.30 1.36 -0.56 0.33
H 1.00 1.48 -0.04 0.20
H 1.89 1.40 -1.73 0.21
H 2.89 1.44 -0.22 0.30
H 2.62 -1.22 0.81 0.29
H 3.00 -1.41 -0.76 0.33
```

Results
Lowest unoccupied orbital energy ... 0.91 eV
Energy above the lowest of the compared OMol25 structures with the same formula, charge and spin ... 354.2 kJ/mol
Orbital gap ... 8.5 eV
Maximum force ... 3.927 eV/A
SMILES ... CC/C(C)=C(/C)N
Electronic energy ... -7919.162 eV

---

Record 4
The following is a DFT calculation (ωB97M-V/def2-TZVPD) of a molecular structure, C6H13N at a distorted geometry.

The geometry in XYZ format:
```
20
Properties=species:S:1:pos:R:3:mulliken_charge:R:1
C -2.08 -0.32 -0.40 -0.54
C -1.66 -1.02 0.75 0.15
N -1.96 -2.03 1.42 -0.63
H -1.28 -2.24 2.16 0.25
H -0.42 -0.41 1.00 -0.07
H -2.95 0.32 -0.27 0.30
H -1.09 0.56 -0.55 -0.05
H -2.08 -0.89 -1.33 0.25
C 1.82 -0.50 0.74 -1.32
C 0.87 1.01 -1.68 -1.34
C 0.64 0.45 0.81 0.33
C 0.22 1.20 -0.32 -0.22
H 0.58 0.99 1.76 0.42
H -0.13 2.21 -0.12 0.40
H 1.72 -1.20 -0.09 0.30
H 2.75 0.05 0.58 0.34
H 1.90 1.37 -1.68 0.33
H 1.92 -1.08 1.66 0.41
H 0.32 1.56 -2.45 0.38
H 0.89 -0.04 -1.97 0.33
```

Results
Lowest unoccupied orbital energy ... 0.90 eV
Energy above the lowest of the compared OMol25 structures with the same formula, charge and spin ... 367.1 kJ/mol
Orbital gap ... 8.5 eV
Maximum force ... 1.383 eV/A
Electronic energy ... -7919.029 eV

---

Record 5
The following is a DFT calculation (ωB97M-V/def2-TZVPD) of C6H13N in the gas phase at a distorted geometry.

The geometry in XYZ format:
```
20
Properties=species:S:1:pos:R:3:mulliken_charge:R:1
C 1.45 -0.97 1.95 -1.01
C 1.23 0.33 1.03 -0.33
C -0.07 1.01 1.36 -0.56
C -1.35 0.53 0.64 -0.46
C -0.99 -0.23 -0.64 -0.43
C -0.54 0.17 -1.75 0.08
N -0.19 -0.71 -2.80 -0.41
H 0.88 -0.83 2.81 0.33
H 2.66 -0.92 2.21 0.24
H 1.19 -1.81 1.35 0.27
H 1.45 0.38 -0.08 0.25
H 2.12 1.13 1.14 0.30
H -0.36 0.93 2.45 0.25
H 0.05 2.14 1.16 0.28
H -2.07 1.38 0.52 0.32
H -1.88 -0.31 1.27 0.24
H -0.77 -1.39 -0.52 0.01
H -0.39 1.26 -1.88 0.31
H -0.04 -0.44 -3.74 0.17
H 0.06 -1.65 -2.59 0.15
```

Results
Lowest unoccupied orbital energy ... 1.17 eV
Energy above the lowest of the compared OMol25 structures with the same formula, charge and spin ... 255.5 kJ/mol
Orbital gap ... 9.2 eV
Maximum force ... 6.215 eV/A
SMILES ... CCCC/C=C/N
Electronic energy ... -7920.185 eV

---

Record 6
The following is a DFT calculation (ωB97M-V/def2-TZVPD) of a gas-phase ion, C6H13N2 (charge +1) at a distorted geometry.

The geometry in XYZ format:
```
21
Properties=species:S:1:pos:R:3:mulliken_charge:R:1
C -1.52 0.27 1.20 -0.94
C 0.26 1.50 -0.03 -0.96
C -1.17 1.10 -0.02 -0.08
C 1.17 -0.72 -0.50 -0.41
C -1.44 -0.33 -0.10 0.64
C 1.88 -1.09 0.71 -1.34
N -2.26 -1.11 -0.77 -0.45
N 1.07 0.67 -0.95 -0.10
H -0.55 0.06 1.90 0.13
H -2.41 0.18 1.69 0.42
H 0.42 2.54 -0.29 0.53
H 0.71 1.47 0.94 0.34
H -1.75 1.77 -0.68 0.37
H 1.21 -1.50 -1.14 0.55
H 1.37 -1.66 1.47 0.30
H 2.20 -0.21 1.31 0.34
H 2.84 -1.56 0.43 0.35
H -2.05 -1.29 -1.81 0.29
H -2.49 -1.97 -0.42 0.27
H 0.66 0.49 -1.90 0.36
H 1.82 1.39 -1.06 0.38
```

Results
Lowest unoccupied orbital energy (alpha / beta) ... -3.63 / -3.64 eV
Energy above the lowest of the compared OMol25 structures with the same formula, charge and spin ... 540.0 kJ/mol
Orbital gap (alpha / beta) ... 7.6 / 7.5 eV
Maximum force ... 4.622 eV/A
Electronic energy ... -9401.271 eV
Charge ... +1

---

> maximum force of number 5 (C6H13N)?

6.215 eV/A

---

> Look up the maximum force of the sixth one.

4.622 eV/A